[1]
Density functional theory data (ωB97M-V/def2-TZVPD) for a 2-piece molecular cluster, C4H9NO overall in a non-equilibrium geometry.

The total energy comes out at -7829.95932 eV. The net charge is 0. The calculation puts the molecular weight at 87.12 g mol⁻¹. The relative energy (zero: lowest compared OMol25 entry of this formula, charge and spin) is 227.77 kJ/mol. For the HOMO energy, the calculation gives -9.54 eV. For the gap between HOMO and LUMO, the calculation gives 0.390 Eh.

Last column: natural (NBO) charge in e.
Element x y z (Å)
C: 1.777 -0.772 -1.068  -0.4518
C: 2.031 0.772 0.677  -0.0644
N: 1.318 -0.136 0.173  -0.3996
H: 2.455 -1.587 -0.812  0.2056
H: 2.320 -0.063 -1.697  0.1795
H: 0.880 -1.149 -1.551  0.2238
H: 1.715 1.205 1.622  0.1720
H: 2.944 1.127 0.188  0.1412
O: -1.800 -0.185 -1.054  -0.5358
C: -1.867 0.453 -0.033  0.4518
C: -1.647 -0.116 1.339  -0.7504
H: -2.032 1.543 -0.126  0.0975
H: -2.113 0.565 2.051  0.2140
H: -0.612 -0.433 1.435  0.2826
H: -2.237 -1.037 1.406  0.2340

[2]
Density functional theory data (ωB97M-V/def2-TZVPD) for C4H9NO as an isolated structure in a non-equilibrium geometry.

The total energy comes out at -7826.25612 eV. The net charge is 0. The calculation puts the molecular weight at 87.12 g mol⁻¹. The relative energy (zero: lowest compared OMol25 entry of this formula, charge and spin) is 585.07 kJ/mol. For the HOMO energy, the calculation gives -9.10 eV. For the gap between HOMO and LUMO, the calculation gives 0.356 Eh.

Last column: natural (NBO) charge in e.
Element x y z (Å)
C: 1.949 0.445 0.484  -0.3383
C: -0.033 -0.459 -0.588  0.0915
C: -1.118 -0.906 0.425  -0.2526
C: -0.608 0.988 -0.392  -0.2561
H: 1.151 0.788 1.630  0.1899
H: 2.173 1.542 -0.432  0.2136
H: 2.986 -0.264 0.848  0.2378
H: -0.272 -0.850 -1.626  0.1918
H: -1.569 -1.888 0.167  0.1936
H: -0.673 -0.988 1.435  0.1770
H: -2.195 0.819 0.994  0.3559
H: -0.049 1.514 0.447  0.1869
H: -0.767 1.647 -1.268  0.1957
N: -1.832 0.369 0.152  -0.6225
O: 1.362 -0.664 -0.354  -0.5643

[3]
Density functional theory data (ωB97M-V/def2-TZVPD) for C4H9NO2 as an isolated structure in a non-equilibrium geometry.

The total energy comes out at -9878.08680 eV. The net charge is -1. The calculation puts the molecular weight at 103.12 g mol⁻¹. Its expectation value of S² is 0.7530. The relative energy (zero: lowest compared OMol25 entry of this formula, charge and spin) is 57.86 kJ/mol. For the HOMO energy (alpha / beta), the calculation gives -0.74 / -4.83 eV. For the gap between HOMO and LUMO (alpha / beta), the calculation gives 0.176 / 0.325 Eh. Its multiplicity is 2.

Last column: Löwdin spin population.
Element x y z (Å)
O: -0.364 -0.621 0.812  0.0177
C: 0.744 -1.345 0.738  0.0006
O: 0.903 -2.470 1.251  0.0004
C: 1.804 -0.734 -0.167  0.0006
H: 2.722 -1.297 -0.214  0.0002
H: 1.398 -0.682 -1.191  0.0005
H: 2.048 0.304 0.128  0.0002
C: -0.257 2.497 -0.868  0.0273
C: -2.088 0.935 -0.715  0.4873
N: -0.809 1.143 -0.775  0.3031
H: -0.104 2.662 -1.923  0.0142
H: 0.673 2.528 -0.350  0.0013
H: -0.940 3.195 -0.478  0.0086
H: -2.759 1.723 -0.482  0.0766
H: -2.417 -0.090 -0.522  0.0491
H: -0.484 0.274 0.021  0.0124

[4]
Density functional theory data (ωB97M-V/def2-TZVPD) for an isolated ion of composition C4H9NO2 and charge -2 in a non-equilibrium geometry.

The total energy comes out at -9873.45031 eV. The net charge is -2. The calculation puts the molecular weight at 103.12 g mol⁻¹. The relative energy (zero: lowest compared OMol25 entry of this formula, charge and spin) is 183.31 kJ/mol. For the HOMO energy, the calculation gives 1.13 eV. For the gap between HOMO and LUMO, the calculation gives 0.225 Eh.

Last column: natural (NBO) charge in e.
Element x y z (Å)
C: -0.943 -1.656 -0.219  -0.0282
O: -1.414 -2.563 0.659  -0.9823
C: -0.112 -0.533 0.375  -0.0909
C: 0.234 0.577 -0.675  -0.4405
C: 1.332 1.569 -0.358  -0.0455
O: 2.128 1.985 -1.393  -0.9942
N: -0.702 0.161 1.546  -0.8636
H: -1.826 -1.077 -0.639  0.0396
H: -0.216 -1.903 -1.039  0.0778
H: 0.866 -1.090 0.375  0.1652
H: -0.643 1.177 -1.158  0.1587
H: 0.935 -0.126 -1.391  0.1988
H: 1.225 2.340 0.521  0.0668
H: 1.884 0.977 0.451  0.0543
H: -1.419 0.770 1.085  0.3212
H: -1.330 -0.609 1.861  0.3627

[5]
Density functional theory data (ωB97M-V/def2-TZVPD) for a 2-piece molecular cluster, C4H9NO2 overall in a non-equilibrium geometry.

The total energy comes out at -9874.14147 eV. The net charge is 0. The calculation puts the molecular weight at 103.12 g mol⁻¹. The relative energy (zero: lowest compared OMol25 entry of this formula, charge and spin) is 571.11 kJ/mol. For the HOMO energy, the calculation gives -7.89 eV. For the gap between HOMO and LUMO, the calculation gives 0.305 Eh.

Last column: natural (NBO) charge in e.
Element x y z (Å)
C: -2.582 0.416 1.013  -0.2473
O: -1.370 -0.192 0.640  -0.5318
C: -0.787 0.476 -0.433  -0.1369
C: 0.582 -0.006 -0.634  0.1915
N: 1.267 -0.513 0.283  -0.5260
C: 2.904 -0.729 -0.422  0.2797
O: 3.248 0.161 -1.182  -0.6954
H: -2.416 1.455 1.335  0.1706
H: -3.289 0.416 0.171  0.1713
H: -2.992 -0.165 1.839  0.2014
H: -0.575 1.534 -0.186  0.2024
H: -1.394 0.455 -1.346  0.1928
H: 1.131 0.250 -1.549  0.2305
H: 2.025 -1.861 -1.174  -0.0624
H: 0.790 -0.940 1.079  0.4078
H: 3.458 -0.756 0.564  0.1517

[6]
Density functional theory data (ωB97M-V/def2-TZVPD) for the molecule C4H9NO2.

The total energy comes out at -9879.24975 eV. The net charge is 0. The calculation puts the molecular weight at 103.12 g mol⁻¹. The relative energy (zero: lowest compared OMol25 entry of this formula, charge and spin) is 78.24 kJ/mol. For the HOMO energy, the calculation gives -9.94 eV. For the gap between HOMO and LUMO, the calculation gives 0.391 Eh.

Last column: natural (NBO) charge in e.
Element x y z (Å)
C: 0.828 -1.536 -0.666  -0.6113
C: -0.203 -0.488 -0.260  -0.0829
C: -0.304 -0.403 1.270  -0.0660
O: -1.510 0.133 1.731  -0.7312
N: 0.174 0.783 -0.900  -0.6045
C: -0.103 2.047 -0.514  0.5394
O: -0.687 2.409 0.503  -0.6448
H: 0.972 -1.561 -1.752  0.2055
H: 0.500 -2.532 -0.350  0.2239
H: 1.798 -1.325 -0.201  0.2132
H: -1.197 -0.794 -0.610  0.2004
H: -0.250 -1.425 1.660  0.1821
H: 0.572 0.139 1.655  0.1659
H: -1.476 1.075 1.487  0.4967
H: 0.605 0.695 -1.812  0.3951
H: 0.281 2.782 -1.241  0.1183

[7]
Density functional theory data (ωB97M-V/def2-TZVPD) for the molecule C4H9NO2.

The total energy comes out at -9879.41079 eV. The net charge is 0. The calculation puts the molecular weight at 103.12 g mol⁻¹. The relative energy (zero: lowest compared OMol25 entry of this formula, charge and spin) is 62.70 kJ/mol. For the HOMO energy, the calculation gives -9.34 eV. For the gap between HOMO and LUMO, the calculation gives 0.361 Eh.

Last column: natural (NBO) charge in e.
Element x y z (Å)
N: 1.461 0.429 1.326  -0.8437
C: 1.243 -0.886 1.064  0.6756
O: 1.659 -1.782 1.782  -0.6263
C: 0.417 -1.176 -0.191  -0.5063
C: -1.004 -0.577 -0.167  -0.4205
C: -1.163 0.788 -0.856  -0.0597
O: 0.043 1.542 -0.780  -0.7520
H: 2.045 0.665 2.111  0.3969
H: 1.163 1.140 0.672  0.4223
H: 0.963 -0.811 -1.069  0.2266
H: 0.368 -2.266 -0.253  0.2378
H: -1.688 -1.266 -0.679  0.2190
H: -1.355 -0.515 0.869  0.2137
H: -1.433 0.651 -1.911  0.1627
H: -1.982 1.340 -0.376  0.1696
H: -0.023 2.309 -1.358  0.4845

[8]
Density functional theory data (ωB97M-V/def2-TZVPD) for C4H9NO2 as an isolated structure in a non-equilibrium geometry.

The total energy comes out at -9877.74156 eV. The net charge is 0. The calculation puts the molecular weight at 103.12 g mol⁻¹. The relative energy (zero: lowest compared OMol25 entry of this formula, charge and spin) is 223.76 kJ/mol. For the HOMO energy, the calculation gives -9.21 eV. For the gap between HOMO and LUMO, the calculation gives 0.333 Eh.

Last column: natural (NBO) charge in e.
Element x y z (Å)
C: -1.706 -0.151 -1.311  -0.4394
C: -0.088 1.483 -1.652  0.0404
N: -0.347 0.305 -1.234  -0.4037
H: -1.892 -0.744 -0.459  0.2218
H: -1.874 -0.839 -2.121  0.2252
H: -2.445 0.665 -1.410  0.1940
H: -0.807 2.266 -1.911  0.1811
H: 0.965 1.716 -1.710  0.2062
H: 0.363 -0.478 -0.526  0.4683
O: 1.088 -1.217 0.087  -0.7978
C: 1.624 -0.466 1.049  0.7942
O: 2.585 0.257 0.986  -0.6140
C: 0.837 -0.667 2.339  -0.7318
H: 1.154 -0.024 3.179  0.2168
H: -0.179 -0.371 2.054  0.2052
H: 0.721 -1.735 2.640  0.2334

[9]
Density functional theory data (ωB97M-V/def2-TZVPD) for C4H9NO2 as an isolated structure in a non-equilibrium geometry.

The total energy comes out at -9876.34405 eV. The net charge is 0. The calculation puts the molecular weight at 103.12 g mol⁻¹. The relative energy (zero: lowest compared OMol25 entry of this formula, charge and spin) is 358.60 kJ/mol. For the HOMO energy, the calculation gives -8.95 eV. For the gap between HOMO and LUMO, the calculation gives 0.363 Eh.

Last column: natural (NBO) charge in e.
Element x y z (Å)
C: 2.269 -0.609 -0.994  -0.4098
N: 1.044 -0.101 -0.425  -0.5585
C: 0.965 0.974 0.269  0.4964
O: -0.144 1.459 0.772  -0.5695
C: -1.759 0.719 0.936  0.0171
C: -1.948 -0.665 0.352  -0.1254
O: -1.354 -0.501 -0.884  -0.8090
H: 2.441 -1.637 -0.655  0.2055
H: 2.197 -0.624 -2.088  0.2087
H: 3.136 0.000 -0.714  0.1832
H: 1.900 1.539 0.472  0.1529
H: -1.655 0.876 1.994  0.1937
H: -2.383 1.440 0.400  0.2074
H: -1.500 -1.447 0.997  0.1533
H: -3.036 -0.965 0.290  0.1926
H: -0.175 -0.458 -0.722  0.4616

[10]
Density functional theory data (ωB97M-V/def2-TZVPD) for the molecule C4H9NO2 in a non-equilibrium geometry.

The total energy comes out at -9877.48853 eV. The net charge is 0. The calculation puts the molecular weight at 103.12 g mol⁻¹. The relative energy (zero: lowest compared OMol25 entry of this formula, charge and spin) is 248.17 kJ/mol. For the HOMO energy, the calculation gives -9.26 eV. For the gap between HOMO and LUMO, the calculation gives 0.371 Eh.

Last column: natural (NBO) charge in e.
Element x y z (Å)
C: -0.415 0.444 0.223  -0.0785
C: 0.545 -0.459 -0.387  -0.4722
C: -2.843 -0.353 0.026  -0.2410
C: 1.912 0.221 0.461  0.6796
N: 2.984 0.384 -0.350  -0.8313
O: -1.644 -0.187 -0.672  -0.5955
O: 1.976 0.376 1.654  -0.6176
H: 2.937 0.214 -1.338  0.3942
H: 3.878 0.632 0.047  0.3987
H: -0.369 1.493 -0.070  0.2024
H: -0.608 0.264 1.281  0.2145
H: 0.690 -0.322 -1.454  0.2174
H: 0.491 -1.494 -0.064  0.2361
H: -3.345 0.612 0.180  0.1562
H: -3.500 -1.010 -0.553  0.1847
H: -2.688 -0.815 1.015  0.1524

[11]
Density functional theory data (ωB97M-V/def2-TZVPD) for the molecule C4H9NO2 in a non-equilibrium geometry.

The total energy comes out at -9875.71580 eV. The net charge is 0. The calculation puts the molecular weight at 103.12 g mol⁻¹. The relative energy (zero: lowest compared OMol25 entry of this formula, charge and spin) is 419.21 kJ/mol. For the HOMO energy, the calculation gives -8.81 eV. For the gap between HOMO and LUMO, the calculation gives 0.356 Eh.

Last column: natural (NBO) charge in e.
Element x y z (Å)
C: 1.499 -0.175 -1.285  -0.4667
N: 1.821 -0.169 0.100  -0.5298
C: 1.271 0.394 1.103  0.2995
O: 0.030 0.950 1.285  -0.5230
C: -1.004 0.859 0.258  -0.1051
C: -1.803 -0.428 0.402  -0.0908
O: -1.039 -1.575 0.103  -0.7149
H: 2.379 -0.590 -1.779  0.2039
H: 0.621 -0.787 -1.476  0.2169
H: 1.357 0.853 -1.651  0.1886
H: 2.341 0.581 1.366  0.2945
H: -1.663 1.722 0.415  0.2008
H: -0.580 0.937 -0.744  0.1920
H: -2.224 -0.477 1.417  0.1714
H: -2.644 -0.427 -0.304  0.1885
H: -0.363 -1.669 0.789  0.4743

[12]
Density functional theory data (ωB97M-V/def2-TZVPD) for the molecule C4H9NO2 in a non-equilibrium geometry.

The total energy comes out at -9878.97744 eV. The net charge is 0. The calculation puts the molecular weight at 103.12 g mol⁻¹. The relative energy (zero: lowest compared OMol25 entry of this formula, charge and spin) is 104.51 kJ/mol. For the HOMO energy, the calculation gives -9.70 eV. For the gap between HOMO and LUMO, the calculation gives 0.383 Eh.

Last column: natural (NBO) charge in e.
Element x y z (Å)
O: -0.899 -2.747 0.691  -0.6096
C: -1.071 -1.697 1.263  0.5314
N: -0.534 -0.519 0.831  -0.6156
C: 0.162 -0.304 -0.440  -0.2381
C: 0.253 1.163 -0.668  0.0869
C: 1.048 1.554 -1.912  -0.6453
O: 0.780 1.870 0.455  -0.7291
H: -1.655 -1.548 2.177  0.1098
H: -0.736 0.332 1.335  0.4019
H: 1.150 -0.765 -0.316  0.2035
H: -0.300 -0.744 -1.323  0.2159
H: -0.777 1.516 -0.815  0.1546
H: 2.123 1.569 -1.735  0.2187
H: 0.962 0.844 -2.742  0.2240
H: 0.692 2.514 -2.284  0.2142
H: 1.144 2.718 0.110  0.4769